A cluster of 12 separate species, C24H53Cl2F15N5O12 in total, computed with the ωB97M-V functional and the def2-TZVPD basis.

HOMO energy = -0.3992 Ha

Structure (ORCA input):
```
! wB97M-V def2-TZVPD RIJCOSX def2/J DEFGRID3
* xyz 3 1
N -5.97883 -2.74809 3.26381
H -6.77373 -2.16211 3.47560
H -5.19083 -2.25398 2.87010
H -6.25215 -3.58655 2.77148
H -5.62571 -2.94561 4.18923
N -7.27532 3.06346 2.74097
H -7.89996 2.65316 2.06158
H -7.54609 2.66491 3.62863
H -7.34806 4.05513 2.91817
H -6.33067 2.78585 2.51583
N -4.90870 -5.17151 -2.12380
H -4.60688 -5.11756 -3.08614
H -4.15613 -4.83130 -1.54243
H -4.91498 -6.15821 -1.90820
H -5.80859 -4.74845 -1.94683
N -1.54116 0.69656 6.21006
H -0.54934 0.66471 6.02196
H -1.66306 1.30337 7.00819
H -2.03114 -0.16453 6.40638
H -1.96674 1.02616 5.35545
N -2.01154 -5.84519 5.20798
H -1.05846 -5.89854 5.53794
H -2.44951 -5.14683 5.79159
H -2.51738 -6.71374 5.10873
H -1.86509 -5.57641 4.24548
O -2.51618 0.25421 1.49781
C -1.45966 -0.14591 0.63716
C -0.85011 -1.64454 0.78313
O -1.65195 -2.80502 0.97021
H -0.66161 0.59344 0.70469
H -1.75498 -0.03382 -0.40607
H -0.17071 -1.67145 1.63507
H -0.19679 -1.77154 -0.08009
C 2.87393 5.02344 -3.33891
C 1.61221 4.79851 -4.21918
O 1.76956 5.66770 -5.30721
C 2.65351 5.25217 -6.30166
O 3.07723 4.09976 -6.42474
C 3.00308 6.39779 -7.30706
F 2.41990 6.20109 -8.51993
F 2.62192 7.58478 -6.77005
F 4.33406 6.34247 -7.44937
H 3.66452 4.39019 -3.74148
H 2.69882 4.62170 -2.34089
H 3.34804 6.00181 -3.26077
H 0.71969 5.01445 -3.63192
H 1.54030 3.77083 -4.57528
C 10.39136 2.33616 0.72105
C 10.35806 0.82417 0.81074
O 9.00910 0.32908 0.91971
C 8.77281 -0.95578 0.95217
O 9.66787 -1.79048 0.90962
C 7.31913 -1.41222 0.92083
F 7.04218 -1.88868 -0.23418
F 7.25446 -2.39842 1.83813
F 6.42374 -0.43763 1.16546
H 11.43537 2.61906 0.58654
H 9.93703 2.76893 1.61235
H 9.89489 2.77286 -0.14549
H 10.88428 0.50141 1.70909
H 10.91469 0.32705 0.01631
C -3.72446 10.32730 6.49952
C -3.69976 10.29735 4.97099
O -2.58708 9.61258 4.45363
C -2.64451 8.23461 4.26228
O -3.70553 7.59007 4.39404
C -1.37077 7.50865 3.84126
F -0.23762 8.22217 4.10682
F -1.24213 6.34060 4.57298
F -1.38750 7.33254 2.54534
H -2.74316 10.66876 6.82898
H -3.76266 9.28676 6.82190
H -4.46823 10.98622 6.94755
H -3.60079 11.30673 4.57166
H -4.59715 9.83192 4.56337
C 1.87436 -2.62469 -6.06410
C 0.38603 -2.69357 -6.13841
O 0.12244 -3.63223 -7.16106
C -1.12574 -4.07476 -7.40889
O -2.08267 -3.79265 -6.63331
C -1.19147 -4.92714 -8.65929
F -1.74470 -6.08060 -8.39725
F -1.98889 -4.22589 -9.56910
F -0.01251 -5.06069 -9.24592
H 2.12701 -1.77247 -5.43325
H 2.49365 -2.49742 -6.95201
H 2.34675 -3.46644 -5.55772
H 0.04625 -1.67626 -6.33265
H 0.04959 -3.03073 -5.15798
C 1.92973 -9.29983 0.75819
C 1.96240 -8.54863 2.09933
O 2.86275 -9.19035 3.02951
C 3.04182 -8.72153 4.26228
O 2.45534 -7.73751 4.68672
C 4.00281 -9.57902 5.07777
F 5.24333 -9.50739 4.62108
F 3.96432 -9.20286 6.35567
F 3.68965 -10.85096 5.00912
H 2.86544 -9.18817 0.21039
H 1.16786 -8.97161 0.05114
H 1.61963 -10.33203 0.92100
H 0.96766 -8.61637 2.53978
H 2.07885 -7.46622 2.04504
Cl -4.91823 2.58648 -5.90639
C -6.20344 3.21886 -4.83982
C -5.63476 3.66288 -3.46326
Cl -6.87079 4.82987 -2.85357
H -7.01543 2.51935 -4.64115
H -6.66869 4.07055 -5.33605
H -4.65041 4.11145 -3.59721
H -5.52797 2.83953 -2.75701
*
```

Atom charges from the Löwdin analysis, given in e for atoms 1 to 6: number 1, N, carries 0.186; number 2, H, carries 0.107; number 3, H, carries 0.094; number 4, H, carries 0.105; number 5, H, carries 0.067; number 6, N, carries 0.348

A cluster of 8 separate species, C24H53F3N11O9S in total, computed with the ωB97M-V functional and the def2-TZVPD basis.

HOMO energy = -0.3664 Ha
energy above the lowest of the compared OMol25 structures with the same formula, charge and spin = 56.1 kJ/mol

Structure (ORCA input):
```
! wB97M-V def2-TZVPD RIJCOSX def2/J DEFGRID3
* xyz 1 1
N 2.20119 -0.25980 3.94192
C 2.60849 0.97632 3.60061
N 3.79648 1.31112 3.10532
C 3.75300 2.62154 2.94716
N 2.58710 3.12875 3.29717
N 1.84208 2.08906 3.72328
S 0.25331 2.31067 4.31528
O 0.00594 3.69624 4.13200
O 0.14693 1.78531 5.61932
C -0.90606 1.36439 3.18201
F -1.76261 2.21369 2.67566
F -1.51202 0.47581 3.93652
F -0.24148 0.74212 2.21386
H 2.27495 -0.58562 4.88690
H 1.82579 -0.92305 3.26729
H 4.54828 3.24499 2.58654
H 2.30969 4.10182 3.27905
C 1.72352 -3.91639 0.42520
C 2.02627 -3.66900 1.87961
O 2.31893 -2.54662 2.29859
N 1.97252 -4.71864 2.72064
C 1.65162 -6.10397 2.41251
H 1.81093 -2.97907 -0.11449
H 2.43146 -4.62905 0.00258
H 0.70878 -4.29559 0.30421
H 2.18895 -4.48365 3.67640
H 0.77986 -6.41226 2.98955
H 2.49282 -6.74126 2.68483
H 1.43960 -6.23120 1.35762
C 8.83464 -0.83182 2.66430
C 7.44819 -0.24055 2.58732
O 7.01612 0.27127 1.56295
N 6.68077 -0.28716 3.70410
C 7.00169 -0.83051 5.01460
H 9.31590 -0.71473 1.69868
H 9.43056 -0.31520 3.41730
H 8.78620 -1.89440 2.90454
H 5.77446 0.12618 3.56902
H 6.29082 -1.62454 5.25856
H 6.91287 -0.03800 5.76218
H 8.00688 -1.23829 5.03468
C -5.29845 2.08092 -0.93749
C -4.31585 1.65742 -2.00178
O -4.54702 1.80390 -3.18741
N -3.14447 1.09007 -1.59214
C -2.69966 0.83079 -0.24014
H -6.17276 2.50324 -1.42124
H -5.61570 1.22311 -0.34323
H -4.85626 2.83653 -0.28519
H -2.53752 0.82497 -2.35223
H -1.75942 1.35966 -0.06158
H -2.52437 -0.24084 -0.11944
H -3.43480 1.15502 0.48893
C 6.45113 1.64654 9.69638
C 7.28908 1.24253 8.50862
O 6.89420 1.38462 7.35639
N 8.50924 0.71174 8.75473
C 9.14406 0.46800 10.03969
H 5.51084 2.05198 9.33690
H 6.24111 0.78414 10.32953
H 6.95991 2.41217 10.28215
H 9.01764 0.46677 7.92004
H 10.07898 1.02610 10.09709
H 9.36726 -0.59450 10.14178
H 8.50153 0.77274 10.85753
C -6.65706 -0.54769 -3.65296
C -8.04966 -0.07928 -3.31424
O -8.33739 0.32882 -2.19561
N -8.98250 -0.12265 -4.29580
C -8.82487 -0.57156 -5.67243
H -6.03882 -0.44696 -2.76833
H -6.66485 -1.59583 -3.95622
H -6.22618 0.06283 -4.44525
H -9.88844 0.20389 -4.00057
H -9.07012 0.24028 -6.35386
H -9.50735 -1.40021 -5.86084
H -7.81217 -0.89835 -5.86799
C -0.29535 0.77193 -4.85098
C 0.39101 -0.26128 -3.98990
O -0.09362 -1.35893 -3.77439
N 1.59336 0.07952 -3.44624
C 2.32394 1.32606 -3.58763
H -1.23366 0.36501 -5.21435
H -0.50686 1.66919 -4.26682
H 0.32840 1.03236 -5.70639
H 2.00057 -0.65091 -2.88520
H 3.30032 1.13239 -4.03403
H 2.47700 1.77742 -2.60505
H 1.78395 2.02593 -4.21509
C -8.03211 -1.12614 -10.91445
C -8.24243 -0.44631 -9.58309
O -8.20188 -1.06179 -8.52929
N -8.48166 0.89155 -9.59454
C -8.56648 1.78115 -10.73890
H -7.85423 -2.18212 -10.73914
H -8.91603 -1.02000 -11.54412
H -7.16675 -0.70598 -11.42804
H -8.61170 1.28481 -8.67665
H -7.81072 2.56344 -10.65286
H -9.55045 2.25172 -10.76648
H -8.40943 1.24118 -11.66556
*
```

Atom charges from the Löwdin analysis, given in e for atoms 1 to 6: number 1, N, carries 0.181; number 2, C, carries -0.351; number 3, N, carries 0.224; number 4, C, carries -0.032; number 5, N, carries 0.139; number 6, N, carries -0.061

A cluster of 4 separate species, C24H53N2O11 in total, computed with the ωB97M-V functional and the def2-TZVPD basis.

HOMO energy = -0.0903 Ha
energy above the lowest of the compared OMol25 structures with the same formula, charge and spin = 45.9 kJ/mol

Structure (ORCA input):
```
! wB97M-V def2-TZVPD RIJCOSX def2/J DEFGRID3
* xyz -1 1
N -6.91948 -4.74012 0.09009
C -7.19516 -3.62694 0.94623
O -7.82391 -3.77852 1.97532
C -6.64755 -2.29278 0.50233
C -5.30596 -2.27424 -0.27545
N -5.12303 -1.10481 -1.09254
C -5.27660 -1.36590 -2.47568
C -6.72346 -1.74899 -2.71411
C -7.16551 -2.62379 -4.08995
O -7.04517 -3.03907 -2.54806
H -7.04582 -5.56282 0.67521
H -7.62033 -4.80057 -0.64386
H -6.56298 -1.69570 1.41324
H -7.39060 -1.79391 -0.12917
H -4.50748 -2.27719 0.49151
H -5.21089 -3.22181 -0.82405
H -4.65693 -2.18781 -2.90553
H -5.11634 -0.43454 -3.03918
H -7.43807 -0.96534 -2.46709
H -6.10828 -2.51042 -4.43358
H -7.27512 -3.62392 -4.51083
C 1.60036 -2.90572 3.44459
O 0.92221 -1.86769 2.78653
C 1.58903 -0.62439 2.87775
C 1.23747 0.28084 1.71953
O 1.89780 -0.04422 0.50784
C 1.39462 -1.15935 -0.21796
C 0.07961 -0.90167 -0.91919
O -0.99210 -0.97075 -0.01237
C -2.13695 -0.25798 -0.47114
H 1.68100 -2.72047 4.52381
H 1.02816 -3.81821 3.28774
H 2.61050 -3.04398 3.03805
H 2.67663 -0.77767 2.89702
H 1.29001 -0.12356 3.81123
H 1.59579 1.28046 1.97795
H 0.15617 0.33680 1.57921
H 1.32230 -2.04638 0.41606
H 2.14759 -1.35179 -0.98661
H -0.05068 -1.65998 -1.70658
H 0.11722 0.08726 -1.39687
H -1.88141 0.80010 -0.61750
H -2.91771 -0.34082 0.27753
H -2.53534 -0.67262 -1.39867
C 4.69080 -3.45459 -2.61644
O 4.44725 -2.34415 -3.44617
C 4.85347 -1.12054 -2.85802
C 5.17525 -0.09256 -3.91685
O 6.43265 -0.27741 -4.55041
C 6.52909 -1.31015 -5.51492
C 5.85533 -0.99706 -6.83238
O 4.45740 -1.18488 -6.74185
C 3.74305 -0.45644 -7.71109
H 4.12038 -3.39540 -1.68181
H 4.37807 -4.34308 -3.16179
H 5.75667 -3.54198 -2.37167
H 5.73356 -1.27665 -2.22203
H 4.03467 -0.73240 -2.23764
H 5.25257 0.87477 -3.41636
H 4.36469 -0.03403 -4.64650
H 6.16447 -2.26270 -5.12290
H 7.59919 -1.40745 -5.71225
H 6.26267 -1.66791 -7.60312
H 6.08513 0.03782 -7.11755
H 3.93533 0.61942 -7.62124
H 2.68434 -0.64133 -7.54212
H 4.00169 -0.77528 -8.72846
C 2.78177 3.55723 3.49922
O 1.54132 3.61444 4.16047
C 1.62888 3.29034 5.53376
C 0.49026 3.91428 6.30682
O 0.64199 5.30207 6.55778
C 0.41002 6.18749 5.47451
C -1.04626 6.34642 5.09864
O -1.48444 5.24891 4.32528
C -2.88131 5.06986 4.36348
H 3.19457 2.54088 3.51720
H 2.61171 3.84872 2.46449
H 3.51091 4.24392 3.94634
H 2.58518 3.63481 5.94801
H 1.57137 2.19879 5.65491
H 0.47520 3.45039 7.29553
H -0.46060 3.69875 5.81471
H 0.99442 5.90736 4.59496
H 0.76631 7.15744 5.82844
H -1.15816 7.27180 4.51462
H -1.64858 6.43877 6.01191
H -3.23223 4.90716 5.38959
H -3.11333 4.19111 3.76607
H -3.41034 5.93402 3.94403
*
```

Atom charges from the Löwdin analysis, given in e for atoms 1 to 6: number 1, N, carries 0.104; number 2, C, carries -0.500; number 3, O, carries 0.032; number 4, C, carries -0.123; number 5, C, carries -0.342; number 6, N, carries -0.132

| no. | molar mass (g mol⁻¹) | maximum force (eV Å⁻¹) | gap between HOMO and LUMO (eV) |
| --- | --- | --- | --- |
| 1 | 959.6 | 5.547 | 3.0 |
| 2 | 728.8 | 2.393 | 5.9 |
| 3 | 545.7 | 2.274 | 4.6 |